Record 1
139
Properties=species:S:1:pos:R:3:forces:R:3:lowdin_charge:R:1 method="wB97M-V/def2-TZVPD" e_homo_ev=-3.100 homo_lumo_gap_ev=4.954 e_tot_ha=-3478.5250 total_charge=-1 multiplicity=1
P -0.643512 -2.456041 -1.496952 -0.51 -0.08 -0.01 0.73
P 1.187617 -2.035466 1.985356 0.06 -0.90 0.40 0.70
Al 0.271864 -0.936384 0.088147 0.27 0.90 0.14 0.06
O -12.299135 -1.240470 -0.524513 0.01 -0.02 0.02 0.00
O -7.250880 5.648956 1.921549 -0.05 0.03 0.03 0.00
O 4.293320 -9.403164 -2.638368 0.09 -0.11 -0.06 0.00
O 8.895461 1.651265 6.184235 0.08 -0.07 0.02 0.01
O -0.235409 -1.783198 -3.010680 -0.15 -0.16 -0.02 -0.44
O 2.706277 1.144843 4.278581 -0.16 0.05 0.05 0.02
O 5.215541 3.236861 0.006171 0.09 0.15 0.04 0.00
O -8.720022 3.300887 -3.614130 -0.18 0.05 -0.02 0.00
O 2.283521 -4.211807 -4.224267 0.03 0.15 -0.07 0.01
N 6.182678 -8.793972 -1.540642 0.13 0.01 0.09 -0.20
N 2.014451 -6.338351 -4.947632 0.01 -0.10 -0.10 -0.19
N -6.273290 -2.415744 -0.570059 0.04 0.48 -0.02 -0.01
N 4.781700 1.477797 5.102435 0.13 0.01 0.15 -0.19
N 4.673096 3.467987 -2.184821 0.05 0.04 -0.14 -0.20
N -5.593050 7.097989 2.446768 0.10 0.12 0.02 -0.20
N -10.397530 -0.358087 -1.400373 0.12 0.11 -0.08 -0.19
N -9.052256 4.735180 -1.879985 0.04 0.14 0.05 -0.19
N 9.544737 2.930969 4.427115 0.05 0.09 -0.09 -0.19
C -8.470667 5.665143 -0.925696 -0.33 -0.08 -0.19 -0.06
C 0.319938 -4.031878 -1.466699 -0.15 0.26 -0.20 -0.40
C 7.031417 -9.273298 -2.616950 -0.14 0.01 0.00 -0.04
C -11.728051 -0.464742 -1.270698 -0.10 0.02 -0.01 -0.37
C 1.279726 -7.288454 -5.752396 0.12 0.02 0.14 -0.06
C -10.477081 4.463133 -1.830314 0.10 -0.06 -0.08 -0.04
C -4.345475 -0.861035 -0.643097 -0.31 -0.22 0.47 -0.22
C 3.435180 1.498020 5.178822 0.07 0.08 -0.07 -0.35
C 0.520019 -1.045757 3.422598 0.16 0.43 -0.73 -0.41
C 3.144056 -6.792837 -4.153947 -0.05 0.13 -0.04 -0.04
C 3.160504 -1.695226 -1.309218 -0.10 0.73 -0.06 -0.04
C 1.685379 -5.032885 -4.888751 -0.13 0.02 0.03 -0.35
C 1.681526 0.286522 -0.717079 0.11 -0.41 -0.22 -0.27
C -9.777321 0.593378 -2.306745 0.03 -0.19 0.15 -0.06
C -4.590296 6.267421 1.794774 -0.12 -0.04 0.03 -0.03
C 9.641613 1.780085 3.543176 -0.02 0.00 0.14 -0.03
C 5.640251 1.916943 6.180732 -0.12 -0.09 -0.19 -0.07
C 5.383816 0.998556 3.868152 -0.11 0.02 -0.02 -0.02
C 2.829132 -0.399969 -1.399034 0.08 -0.49 -0.02 -0.27
C -2.284434 0.637074 -0.340748 -0.03 0.15 1.01 -0.29
C 2.996631 -1.587610 2.134703 -0.54 0.31 0.16 -0.41
C 4.644148 2.891414 -3.512138 -0.10 0.14 0.08 -0.07
C -8.304988 4.111788 -2.806893 0.23 -0.11 -0.04 -0.35
C 5.173749 2.800315 -1.127133 -0.02 -0.23 0.08 -0.36
C -9.538486 -1.217831 -0.603391 -0.18 0.05 0.03 -0.05
C 9.173673 2.732815 5.705649 -0.06 0.04 0.05 -0.37
C 4.132107 4.796898 -1.970385 0.01 -0.09 0.10 -0.05
C -3.767948 0.399021 0.009129 0.06 -0.04 -0.48 -0.23
C -6.871086 6.680940 2.440805 -0.01 -0.04 0.05 -0.35
C -1.309336 0.144523 0.761313 0.03 -0.61 -0.51 -0.29
C 9.848101 4.248501 3.907677 -0.02 -0.17 -0.06 -0.06
C -5.393939 -1.550591 0.233478 0.11 -0.02 -0.36 -0.29
C -5.186903 8.334833 3.080468 0.06 -0.15 -0.09 -0.06
C 6.788722 -8.195726 -0.368183 0.05 -0.07 -0.16 -0.06
C 4.849016 -8.917881 -1.671643 -0.19 0.09 0.06 -0.35
H 6.795488 -8.751815 -3.545068 0.03 -0.02 -0.02 0.09
H 6.295652 1.109096 6.506641 0.08 0.06 0.04 0.08
H 4.290003 -8.521393 -0.808170 0.01 -0.01 0.01 0.14
H 6.261181 2.751330 5.846820 0.05 0.02 0.09 0.08
H 6.014031 -7.890742 0.331438 -0.03 0.01 0.00 0.09
H -5.831603 -3.304559 -0.747742 -0.07 -0.15 -0.01 0.06
H 3.177526 -0.555388 1.836988 0.21 0.03 -0.09 0.01
H -4.734096 9.007113 2.348799 0.01 0.05 0.04 0.09
H 1.936178 -7.749930 -6.494191 -0.05 -0.03 -0.03 0.09
H -10.924587 5.043218 -1.027464 0.02 0.01 0.02 0.09
H 5.036697 2.246644 7.025276 -0.05 0.00 -0.01 0.08
H -4.561520 5.279296 2.252780 0.03 -0.02 -0.03 0.10
H 8.072650 -9.098494 -2.358362 0.01 0.02 0.03 0.08
H 9.726292 4.990883 4.693655 -0.01 0.00 0.03 0.08
H -3.545364 -1.576920 -0.833449 0.09 0.00 -0.21 0.07
H -8.641687 5.323083 0.089739 0.08 0.03 0.11 0.07
H 6.466196 1.043135 3.965285 0.02 0.01 0.05 0.06
H -9.178087 0.068092 -3.051089 0.04 0.08 -0.04 0.10
H -4.879942 -2.118298 1.013599 0.00 0.09 0.23 0.11
H 0.468265 -6.780984 -6.270621 -0.01 0.03 0.00 0.08
H -4.846440 -0.632514 -1.583096 0.19 0.06 -0.19 0.10
H 10.368926 1.066877 3.932099 -0.01 -0.02 -0.02 0.09
H 3.056705 1.881808 6.144349 0.03 -0.02 0.01 0.13
H 4.046393 -6.254751 -4.450411 0.02 -0.02 0.04 0.09
H 3.616202 2.813320 -3.871435 0.01 -0.05 -0.04 0.09
H -9.730013 -1.056388 0.458686 0.02 -0.05 0.01 0.10
H -7.557290 7.369904 2.962825 0.01 0.01 0.00 0.13
H 3.315029 4.758753 -1.249384 -0.01 0.04 0.00 0.09
H 2.092431 0.877067 0.112080 -0.02 0.10 0.07 0.05
H 10.877643 4.287294 3.545213 0.00 0.06 -0.01 0.09
H 2.958677 -6.586561 -3.099588 0.06 -0.03 0.03 0.09
H -2.066754 0.151498 -1.291665 -0.04 0.16 -0.25 0.07
H 9.949383 2.111416 2.555096 -0.01 0.03 -0.01 0.09
H -12.279163 0.236892 -1.921881 0.01 0.00 -0.01 0.13
H 3.238826 -1.675879 3.194803 0.14 -0.07 0.05 0.00
H 7.371366 -7.315997 -0.647665 0.00 0.02 0.06 0.09
H -7.157172 -2.551259 -0.106312 0.01 -0.38 0.13 0.03
H 3.613926 -2.272271 1.564031 0.08 -0.02 -0.13 0.00
H -0.977723 0.968595 1.394299 -0.04 0.11 0.08 0.04
H 4.053319 -2.078510 -1.787529 -0.04 -0.08 -0.14 0.04
H 4.902583 5.460122 -1.573778 -0.03 0.03 0.00 0.09
H 5.217148 3.508462 -4.209484 0.00 -0.04 -0.03 0.08
H -6.010336 -0.793839 0.721132 -0.12 0.03 0.03 0.10
H 6.870684 -10.339703 -2.778987 0.03 0.00 -0.03 0.09
H 5.544887 1.795671 -1.388983 -0.02 0.00 0.01 0.13
H -10.947227 4.729268 -2.778334 -0.04 -0.01 0.01 0.09
H -9.126683 1.270165 -1.752665 0.02 0.04 -0.07 0.08
H -8.499713 -0.991443 -0.827204 0.01 0.00 -0.06 0.07
H -10.535849 1.179897 -2.819016 -0.02 0.00 0.00 0.07
H 0.295564 -4.377819 -0.433384 0.09 -0.08 0.07 0.01
H 9.175740 4.496788 3.084408 0.01 0.05 0.00 0.09
H 0.394840 -2.347418 -3.464154 0.36 0.01 -0.02 -0.01
H -3.615938 6.738903 1.889509 0.00 0.03 0.02 0.09
H -7.398785 5.736676 -1.090871 0.03 -0.03 0.02 0.08
H 9.135720 3.666580 6.293548 0.01 0.01 -0.01 0.13
H 3.457211 0.216617 -2.050192 0.13 0.00 0.06 0.06
H 5.063136 1.611731 3.024507 0.03 -0.03 -0.03 0.10
H -9.740423 -2.265181 -0.831379 0.04 -0.02 0.03 0.09
H 1.164783 -1.150437 4.290869 -0.09 -0.23 0.19 0.00
H -7.241119 4.399013 -2.761816 0.00 0.01 0.00 0.13
H 8.679664 1.275183 3.469837 0.01 -0.03 -0.04 0.08
H 7.447518 -8.912104 0.127458 0.01 0.03 0.05 0.09
H -1.858746 -0.541808 1.417238 -0.01 -0.02 0.13 0.04
H -4.831430 6.142306 0.739288 0.03 -0.02 -0.01 0.09
H 1.348421 -3.920039 -1.807355 0.11 -0.03 0.07 -0.01
H -4.356323 1.262405 -0.315851 -0.17 0.01 0.05 0.09
H 5.076970 1.893824 -3.487946 -0.01 -0.02 0.02 0.08
H -0.184118 -4.763359 -2.100571 0.05 -0.16 0.00 0.01
H 0.801061 -4.776632 -5.498319 0.02 -0.01 -0.01 0.14
H 0.512217 0.013884 3.169326 -0.05 0.11 0.15 0.00
H 0.856435 -8.074434 -5.123463 -0.03 -0.03 -0.05 0.09
H -8.915960 6.656730 -1.050422 0.06 0.02 0.03 0.09
H 5.077038 -0.028292 3.668626 0.01 0.00 -0.04 0.08
H 3.292801 -7.859296 -4.289718 -0.05 -0.03 0.00 0.07
H 1.261518 1.012142 -1.421738 -0.15 0.08 0.04 0.04
H 3.763763 5.191599 -2.914251 0.00 -0.02 -0.03 0.08
H -6.053401 8.826790 3.517603 -0.03 -0.01 0.00 0.08
H -2.150678 1.715516 -0.435803 0.19 0.05 -0.37 0.09
H -0.503045 -1.350256 3.623975 -0.05 -0.12 0.18 0.01
H 2.547442 -2.399499 -0.760666 0.03 0.00 0.15 0.01
H -3.886845 0.327586 1.091019 0.11 0.07 0.14 0.10
H -10.655209 3.402683 -1.650794 -0.05 0.01 0.02 0.07
H -4.460731 8.136705 3.871150 0.00 0.06 0.02 0.09


Record 2
21
Properties=species:S:1:pos:R:3:forces:R:3:lowdin_charge:R:1 method="wB97M-V/def2-TZVPD" e_homo_ev=-11.158 homo_lumo_gap_ev=11.343 e_tot_ha=-535.0455 multiplicity=1
O 4.759230 -0.180012 1.071003 -0.09 0.07 0.20 -0.06
O -3.849576 0.717559 0.788655 -0.12 -0.04 0.29 -0.07
O -0.706125 2.613628 -0.729837 0.04 0.10 -0.18 -0.05
O -1.118407 -0.725060 -0.053231 0.39 0.17 0.26 -0.07
O 1.484754 4.409395 -0.629600 0.10 0.21 0.15 -0.07
O 3.150282 -3.650858 -0.930353 -0.22 0.03 -0.02 -0.06
O -3.027277 -2.854753 -0.221567 -0.21 -0.24 0.08 -0.05
H 0.899679 3.658632 -0.781365 0.17 -0.29 0.06 -0.02
H -1.353050 -1.434340 0.555747 -0.26 -0.14 -0.28 0.02
H -3.920195 -2.866822 0.141120 0.08 0.07 -0.03 0.04
H -0.213935 -0.497117 0.189590 -0.04 0.10 -0.06 0.03
H -2.925389 0.822104 1.041514 0.10 -0.06 -0.27 0.01
H 5.242089 -0.197555 1.904987 0.01 -0.03 -0.11 0.03
H 2.445697 -3.607081 -0.274126 0.11 -0.02 -0.03 0.03
H 3.916793 0.230476 1.296365 0.09 -0.02 -0.08 0.03
H -0.979141 2.105895 -1.502275 -0.05 -0.16 0.10 0.06
H -3.085541 -3.410744 -1.006722 0.11 0.10 0.05 0.05
H 1.649708 4.389989 0.319823 0.02 0.05 -0.13 0.04
H -0.895893 3.527375 -0.970763 -0.31 0.04 0.08 0.05
H -4.234039 0.207818 1.510696 -0.01 0.10 -0.10 0.03
H 2.760327 -3.258523 -1.719656 0.10 -0.03 0.04 0.03


Record 3
21
Properties=species:S:1:pos:R:3:forces:R:3:lowdin_charge:R:1 method="wB97M-V/def2-TZVPD" e_homo_ev=-8.288 homo_lumo_gap_ev=9.084 e_tot_ha=-328.9025 multiplicity=1
N -0.977471 1.810684 -0.046897 -2.47 5.75 3.74 0.08
C -0.266729 -1.628986 0.148364 0.53 3.32 -0.51 -0.06
C -0.155701 0.848476 -0.275699 1.44 -6.09 -8.12 -0.46
C -1.741465 -0.962426 -0.250346 1.31 -2.53 -5.59 -0.19
C 1.780174 -0.029273 -1.152451 2.23 -1.86 -1.64 -0.14
C 0.761125 -0.344197 0.108477 -0.54 3.68 -2.43 -0.51
C 1.509522 0.039841 1.318717 1.36 1.59 1.81 -0.12
C -1.565775 0.400714 0.157799 2.66 1.87 5.64 -0.21
H 0.941154 0.798921 2.204726 1.14 -3.04 -2.23 0.15
H 2.107804 1.126961 -1.423597 -1.32 -2.80 1.42 0.12
H 2.864201 -0.562751 -0.970773 -2.61 0.89 -0.65 0.10
H -1.282660 0.128826 1.236687 -0.56 1.31 -0.55 0.13
H 1.897592 -1.040616 1.597348 0.27 2.81 0.82 0.12
H -0.354246 -1.820530 1.270105 0.32 -0.72 -1.66 0.12
H 0.108363 -2.350358 -0.601071 -0.44 -0.36 1.06 0.10
H -0.564726 2.309103 0.823594 -2.49 -0.68 -0.47 0.15
H 1.267658 -0.403729 -2.175237 1.42 0.55 2.34 0.10
H 2.244663 0.881400 0.866119 -0.76 -2.44 1.71 0.11
H -1.950225 -0.891642 -1.408981 0.67 -1.06 1.80 0.14
H -0.018886 0.977668 -1.559092 -0.81 -1.13 2.94 0.17
H -2.345298 -1.772945 0.139279 -1.35 0.97 0.58 0.09


Record 4
96
Properties=species:S:1:pos:R:3:forces:R:3:lowdin_charge:R:1 method="wB97M-V/def2-TZVPD" e_homo_ev="-12.948 / -12.847" homo_lumo_gap_ev="7.169 / 6.128" e_tot_ha=-5708.4248 s_squared=3.8064 total_charge=+2 multiplicity=4
I -0.592552 3.153586 0.854744 -0.06 0.07 -0.07 1.16
Tc -1.124615 0.975279 -0.746285 0.06 0.00 0.49 0.95
As 1.158273 1.135781 -1.985486 0.07 0.08 -0.09 1.10
S -1.688173 -0.878217 1.121923 -0.17 0.03 -0.08 0.73
S 1.189951 0.500786 1.448165 0.15 -0.05 -0.08 0.61
S -2.327435 -2.756367 -3.249594 -0.05 -0.10 -0.07 0.78
N -0.972473 -2.175313 3.289575 0.01 -0.09 -0.02 -0.08
N 1.025531 -0.362556 3.932524 0.04 0.04 0.06 -0.07
N -3.257735 1.252478 -0.262252 -0.04 0.03 0.04 -0.13
N -1.539348 -0.498828 -1.874455 -0.04 -0.12 -0.13 -0.21
N -5.408506 1.502635 -0.601063 0.00 0.00 0.01 -0.10
C 2.245032 0.391645 4.303268 -0.04 0.03 0.01 -0.10
C 1.387187 2.702714 -3.098422 -0.01 0.02 0.05 -0.24
C -4.223053 1.280506 -1.170259 0.04 -0.08 -0.05 -0.13
C -6.683581 1.635125 -1.298854 0.01 -0.01 0.01 0.02
C -0.716938 -1.192879 2.451671 0.14 0.01 -0.01 -0.63
C -0.061104 -2.463653 4.400363 0.01 0.03 0.00 -0.08
C -1.891074 -1.479450 -2.462912 0.08 0.06 0.07 -0.92
C 2.875130 1.193175 -1.087611 -0.04 -0.06 0.03 -0.31
C 0.397757 -1.160102 4.988774 0.01 -0.05 -0.03 -0.09
C -2.589447 4.656427 -2.670576 -0.03 0.02 -0.02 -0.15
C -2.738770 6.423318 -1.017479 0.02 -0.01 0.05 -0.05
C -2.973057 5.964043 -2.278734 0.02 -0.02 0.00 -0.01
C 5.001645 -2.179372 4.737918 0.00 0.01 -0.01 -0.06
C 0.528845 -0.355502 2.712080 -0.16 -0.01 0.04 -0.66
C -2.823459 4.203812 -3.992446 0.00 0.01 0.00 -0.01
C 3.667389 0.481220 -6.052367 0.01 -0.01 0.01 -0.06
C -3.872216 1.474996 0.953655 0.08 0.08 -0.01 -0.17
C -5.203094 1.636696 0.750744 -0.01 0.01 0.01 -0.02
C -2.050855 -3.167286 3.092886 -0.01 0.03 0.00 -0.10
C 3.498136 -0.415410 4.065160 0.01 -0.01 0.02 -0.21
C -1.630287 2.450570 -2.125864 -0.03 0.03 -0.01 -0.35
C -0.334247 -5.866747 1.060312 0.00 0.00 -0.01 -0.06
C -0.883471 -4.648520 1.423499 0.01 0.01 0.01 -0.04
C -1.712562 4.342119 -0.457087 0.02 -0.02 -0.02 -0.58
C 3.867301 -1.415760 4.961895 0.00 0.00 -0.01 -0.04
C -1.962415 3.789334 -1.737533 0.02 0.02 -0.04 -0.25
C 5.788278 -1.938015 3.619909 0.00 0.00 0.01 -0.06
C 4.912504 -0.743646 -4.403955 -0.01 0.00 0.00 -0.06
C 2.568049 -0.295939 -4.049712 -0.01 -0.01 0.02 -0.32
C -2.075162 5.599774 -0.082291 -0.01 0.03 -0.07 -0.12
C 4.302499 -0.166894 2.958649 -0.01 0.00 0.01 -0.05
C -0.968051 -6.796410 3.184091 0.00 0.01 -0.01 -0.06
C -1.513733 -5.573392 3.551457 0.01 -0.01 -0.02 -0.04
C -2.455129 2.947467 -4.367536 0.03 -0.03 0.02 -0.05
C -1.475246 -4.496122 2.675344 -0.01 -0.03 0.05 -0.22
C 2.526473 0.368231 -5.272966 0.00 0.01 0.00 -0.06
C 5.443837 -0.924690 2.738730 0.00 0.00 -0.01 -0.06
C 4.863937 -0.070707 -5.616371 0.00 0.00 -0.01 -0.07
C 3.770187 -0.855637 -3.625397 0.01 0.00 0.00 -0.06
C -0.376178 -6.941813 1.939830 0.00 0.00 0.00 -0.06
C 1.338845 -0.391588 -3.196739 -0.01 0.00 -0.02 -0.30
C -1.872477 2.070257 -3.426445 -0.04 0.04 -0.03 -0.16
H -6.636853 1.079919 -2.231760 -0.01 0.02 -0.01 0.10
H 1.590858 0.788046 -5.625838 -0.01 0.00 0.00 0.11
H -6.893200 2.683356 -1.502350 -0.01 -0.01 0.00 0.10
H -0.862257 -3.816867 0.728444 -0.01 0.02 -0.01 0.10
H 2.374200 2.640828 -3.553997 -0.01 0.02 0.00 0.04
H 6.680478 -2.524907 3.449791 0.01 -0.01 0.00 0.11
H 5.838500 -1.191407 -4.069577 0.01 0.00 0.00 0.11
H 5.284451 -2.946392 5.445842 0.00 -0.01 0.00 0.11
H 4.043262 0.634000 2.278959 -0.01 0.01 -0.02 0.09
H 2.878999 1.982118 -0.337429 0.00 0.01 -0.02 0.02
H 1.134756 -1.337823 5.766062 -0.01 -0.01 -0.01 0.12
H 2.254999 1.319441 3.734700 0.01 -0.03 -0.01 0.10
H 0.781754 -3.060454 4.042324 0.00 0.01 0.01 0.15
H 3.107858 0.239567 -0.619683 -0.03 0.01 0.02 0.01
H 3.289998 -1.583386 5.863913 0.01 0.00 0.01 0.11
H 3.809522 -1.398953 -2.687846 0.00 0.00 0.01 0.11
H -3.320867 1.503625 1.875220 0.02 -0.02 0.02 0.08
H 5.752758 0.011658 -6.226545 0.01 0.00 -0.01 0.11
H -7.470998 1.217444 -0.677664 -0.01 0.00 -0.02 0.10
H 3.620958 0.991078 -7.004961 0.00 0.01 -0.01 0.11
H -2.619696 2.606971 -5.381142 0.00 -0.01 -0.01 0.12
H 0.627113 2.772125 -3.869565 -0.03 -0.03 0.00 0.03
H -2.749820 -2.766412 2.364725 0.02 -0.03 0.00 0.08
H -1.984269 -5.465115 4.521947 -0.01 0.00 0.01 0.12
H -4.090613 1.145514 -2.230142 0.01 0.00 -0.02 0.14
H 0.428378 -0.420708 -3.795909 0.01 0.00 0.00 0.06
H 0.118552 -5.983486 0.084937 0.00 -0.01 -0.01 0.11
H -3.037427 7.420950 -0.727781 0.00 0.01 0.00 0.12
H -2.561813 -3.264978 4.051259 -0.04 0.03 -0.02 0.13
H -6.009762 1.826294 1.435693 -0.02 0.01 0.01 0.14
H -3.289571 4.878307 -4.698981 -0.01 0.01 0.00 0.13
H -0.435089 -0.601389 5.425147 0.00 -0.01 0.00 0.15
H -3.455235 6.599642 -3.009948 -0.01 0.01 -0.01 0.13
H -1.849959 5.978783 0.905116 0.00 0.00 0.02 0.11
H 2.134371 0.632539 5.360206 0.00 0.03 0.00 0.14
H 3.611826 1.411747 -1.859163 0.02 -0.01 0.02 0.04
H -1.009580 -7.632596 3.868397 0.00 -0.01 0.00 0.11
H -0.604466 -3.052007 5.136793 0.00 0.01 0.00 0.14
H 0.046814 -7.893991 1.650409 0.01 -0.01 0.00 0.11
H 1.329099 3.583881 -2.458737 0.00 0.00 -0.02 0.04
H -1.636115 1.065104 -3.751666 0.00 0.02 -0.01 0.08
H 6.071925 -0.715964 1.882963 0.00 0.00 0.00 0.11
H 1.345830 -1.277288 -2.558647 -0.01 0.01 -0.01 0.09